[1]
39
Properties=species:S:1:pos:R:3:mulliken_charge:R:1 method="wB97M-V/def2-TZVPD" total_charge=-1
Ag -0.43800 0.20118 -0.98802 0.622
O -0.72997 2.50849 -0.70449 -1.043
H -0.13274 2.53294 0.06834 0.120
O -1.00189 0.25309 -3.33014 -1.014
H -1.75786 0.70221 -2.90432 0.231
C 1.45107 -1.87354 0.80806 -0.476
C 1.66029 -2.12360 -0.63290 -0.431
O 0.46004 -2.08557 -1.42787 -0.477
H 1.21243 -2.71739 1.45542 0.358
H 0.64721 -1.13832 0.84502 -0.165
H 2.38655 -1.44340 1.16579 0.242
H 2.17225 -3.07334 -0.78776 0.360
H 2.25686 -1.34247 -1.10413 0.270
H 0.64036 -2.05588 -2.37031 0.198
C 3.76876 2.51479 0.12981 -1.230
C 2.61143 1.50981 0.42022 0.036
O 1.82858 1.26836 -0.71539 -0.489
H 3.38233 3.53399 0.12760 0.293
H 4.33306 2.42585 -0.79850 0.292
H 4.38236 2.35615 1.01662 0.380
H 1.95557 1.84320 1.22446 0.221
H 3.02607 0.58029 0.81030 0.104
H 1.15774 1.91617 -0.94324 0.449
C -1.56312 0.51031 2.28617 0.653
O -1.95236 -0.39058 1.55228 -0.694
N -1.48371 1.69728 1.81899 -0.283
N -1.23542 0.47126 3.56423 -0.488
H -1.74431 2.43907 2.45298 0.147
H -1.34346 1.91340 0.84241 0.261
H -1.33439 -0.36877 4.11619 0.226
H -0.85782 1.33300 3.93155 0.140
C -3.43370 -1.70372 -1.33759 0.564
O -4.54953 -1.62056 -0.88634 -0.763
N -3.19686 -1.72724 -2.55820 -0.301
N -2.32035 -1.84074 -0.58300 -0.329
H -2.24761 -1.54152 -2.84896 0.199
H -4.05741 -1.78146 -3.08414 0.228
H -2.52169 -1.64216 0.38660 0.280
H -1.43094 -2.04046 -1.01793 0.310

[2]
40
Properties=species:S:1:pos:R:3:mulliken_charge:R:1 method="wB97M-V/def2-TZVPD" total_charge=-1
C -0.19019 0.76279 -3.82049 -0.370
C 1.15497 1.34442 -3.87624 -0.566
C 1.32243 2.20245 -2.75953 -0.267
C 0.11546 2.14853 -1.94557 0.137
C -0.87799 1.33351 -2.66949 -0.551
Al 0.55753 0.07261 -1.94200 -2.887
N -1.03122 -1.01343 -1.18208 -0.329
C -0.52261 -2.16033 -2.04584 -0.572
C 0.94915 -1.77685 -2.35840 -0.356
H 2.12096 2.93396 -2.64010 0.407
H 1.87260 1.28525 -4.72080 0.377
H -0.12652 2.80817 -1.11878 0.670
H -1.91733 1.27979 -2.43427 0.607
H -0.65334 0.16519 -4.58824 0.499
H 1.34450 -2.13380 -3.29231 0.444
H -0.55278 -3.07964 -1.44849 0.208
H -2.04473 -0.83378 -1.46229 0.272
H 1.63395 -2.00793 -1.53663 0.015
H -0.93849 -2.49467 -3.04028 0.317
C -1.38747 1.36669 2.65615 -1.968
C -0.21521 0.72941 1.94572 1.829
C 1.05056 1.53586 2.20028 -2.144
O -0.55969 0.76755 0.53736 -0.144
B -0.14871 -0.46957 0.03123 1.598
O 0.47256 -1.34234 0.88100 -1.019
C 0.04701 -0.86921 2.16880 2.063
C 1.16041 -1.29219 3.08596 -1.907
C -1.25991 -1.58567 2.51516 -2.019
H -1.26104 1.40508 3.73123 0.423
H -2.30481 0.82198 2.45146 0.295
H -1.44838 2.39647 2.31689 0.431
H 0.88401 2.53677 1.81383 0.493
H 1.30147 1.59601 3.27636 0.344
H 1.91136 1.18616 1.61682 0.355
H 0.90956 -1.13675 4.12710 0.370
H 1.29268 -2.36469 2.94849 0.454
H 2.06832 -0.72540 2.88013 0.353
H -2.08225 -1.28452 1.84820 0.350
H -1.11609 -2.63718 2.27011 0.456
H -1.53074 -1.47068 3.57954 0.332

[3]
150
Properties=species:S:1:pos:R:3:mulliken_charge:R:1 method="wB97M-V/def2-TZVPD" total_charge=0
C 4.66349 -4.81553 1.94503 -0.986
C 3.58208 -3.86580 2.79711 -0.239
C 2.21758 -4.76288 2.93833 0.334
C 1.40294 -4.57864 4.34795 -0.680
C 0.36540 -3.30854 4.39349 -0.656
C -0.99118 -3.48915 3.49130 0.361
C -0.81488 -3.17668 1.89259 1.186
C 0.22294 -1.96183 1.52768 0.040
C -0.30065 -0.46156 1.93588 -0.541
C -1.09979 0.13206 0.60309 -0.398
C -2.62484 0.63272 0.94047 -0.347
C -3.54315 -0.46490 1.74133 -0.088
C -4.46989 -1.41335 0.72716 0.272
C -5.77665 -1.87121 1.66500 -1.129
P -6.28176 -3.69775 1.42944 0.371
Br -7.81369 -3.08551 -0.19177 -0.453
C -5.15364 -4.32588 2.85492 -0.162
C -4.84720 -5.95269 2.70712 -0.729
C -3.31520 -6.21491 2.14977 1.348
S -3.45488 -7.28172 0.59804 -0.187
C -1.79328 -7.31749 -0.31334 -0.175
S -0.95471 -8.81519 -0.51841 -0.141
N -1.29360 -5.98805 -0.84736 0.421
C -2.13098 -5.53168 -2.04172 -0.596
C -1.59396 -3.99433 -2.42324 -0.146
O -0.20452 -4.12654 -2.94369 -0.397
C 0.65416 -4.55499 -1.79707 0.355
C 0.19088 -6.04992 -1.20781 -0.937
H 4.70346 -5.92666 2.35882 0.293
H 5.75761 -4.39087 1.99087 0.320
H 4.33450 -4.89696 0.82338 0.190
H 4.10779 -3.59238 3.80621 0.280
H 3.44399 -2.89734 2.11266 0.166
H 1.58623 -4.59370 1.96806 -0.544
H 2.56558 -5.90435 2.90338 0.408
H 0.89585 -5.60268 4.68319 0.144
H 2.22840 -4.35960 5.18174 0.368
H -0.00157 -3.22527 5.52654 0.326
H 0.97649 -2.33085 4.18748 0.218
H -1.92865 -2.90949 3.94955 0.224
H -1.29013 -4.64214 3.57223 -0.321
H -0.51416 -4.15723 1.31254 -0.006
H -1.87372 -2.85496 1.44762 -1.003
H 0.43872 -2.02591 0.36342 0.004
H 1.29049 -2.10382 2.04261 -0.482
H 0.65926 0.19825 2.19025 0.344
H -0.95956 -0.44878 2.91354 0.234
H -1.13150 -0.66158 -0.28780 0.074
H -0.47832 1.05298 0.17858 0.323
H -2.55875 1.67949 1.49972 -0.235
H -3.17020 0.83266 -0.10195 0.356
H -2.95338 -1.19325 2.44201 -0.167
H -4.29673 0.13888 2.43921 0.432
H -3.92789 -2.43050 0.45371 -0.299
H -4.86115 -0.83082 -0.21120 0.443
H -5.55022 -1.65344 2.80404 0.379
H -6.68798 -1.19721 1.34497 0.415
H -5.72871 -4.61183 0.46298 0.008
H -7.41954 -4.16198 2.23293 0.103
H -5.72910 -4.19034 3.89113 0.400
H -4.17024 -3.68954 2.82914 -0.261
H -5.02768 -6.55103 3.70277 0.258
H -5.61824 -6.35269 1.90283 0.295
H -2.62477 -6.74088 2.96602 -0.097
H -2.84687 -5.16149 1.90957 -1.009
H -3.24231 -5.40226 -1.68545 0.323
H -2.01580 -6.27779 -2.94345 0.286
H -2.31396 -3.48986 -3.21141 0.342
H -1.51625 -3.39114 -1.41183 0.001
H 1.73063 -4.70683 -2.23612 0.363
H 0.63510 -3.77220 -0.92634 -0.439
H 0.37639 -6.80211 -2.11012 0.398
H 0.82013 -6.30007 -0.25324 0.395
N 3.48558 -0.91254 -6.76525 -0.560
C 2.28408 -0.46960 -6.33450 -0.265
C 1.39353 -1.24255 -5.60674 -0.476
C 1.75297 -2.55164 -5.30410 0.050
C 2.98307 -3.03727 -5.73554 -0.471
C 3.80759 -2.18702 -6.45467 -0.218
H 2.04802 0.55716 -6.59849 0.395
H 0.44262 -0.83394 -5.28414 0.366
H 1.08035 -3.18815 -4.73657 0.471
H 3.29233 -4.05296 -5.51644 0.365
H 4.77925 -2.51819 -6.81035 0.352
N -2.73081 3.83388 2.90685 -0.436
C -1.84037 3.84900 3.92284 -0.177
C -0.94908 4.88519 4.15099 -0.608
C -0.96722 5.97201 3.28324 -0.045
C -1.87157 5.98467 2.22631 -0.384
C -2.72609 4.90352 2.08204 -0.336
H -1.86281 2.97728 4.57034 0.353
H -0.25727 4.84557 4.98471 0.384
H -0.28258 6.80241 3.42940 0.449
H -1.91037 6.81660 1.53229 0.432
H -3.45247 4.86818 1.27493 0.351
N 0.83840 -9.01284 4.47256 -0.514
C -0.38304 -8.87361 3.91214 -0.235
C -1.57124 -8.98570 4.61624 -0.271
C -1.50587 -9.26128 5.97796 -0.439
C -0.26257 -9.41198 6.58346 -0.281
C 0.87005 -9.27822 5.79658 -0.308
H -0.38159 -8.66260 2.84671 0.467
H -2.52444 -8.86160 4.11499 0.493
H -2.41609 -9.35759 6.56266 0.378
H -0.17780 -9.62765 7.64250 0.383
H 1.86357 -9.38337 6.22341 0.369
N 1.74082 8.40755 1.92717 -0.504
C 1.22743 9.28280 1.03514 -0.278
C 1.57708 9.31114 -0.30542 -0.470
C 2.51333 8.38900 -0.76104 -0.030
C 3.06147 7.47600 0.13400 -0.311
C 2.64612 7.52324 1.45505 -0.312
H 0.50350 9.98418 1.43967 0.448
H 1.13062 10.03491 -0.97779 0.383
H 2.81324 8.38157 -1.80490 0.261
H 3.79378 6.74505 -0.18958 0.429
H 3.04198 6.82927 2.19125 0.373
N 3.94223 5.50513 -2.61585 -0.343
C 3.61242 4.19772 -2.53059 -0.173
C 3.13329 3.45278 -3.59625 -0.518
C 2.97822 4.08589 -4.82492 -0.039
C 3.30759 5.43218 -4.94377 -0.567
C 3.78270 6.09210 -3.82186 -0.365
H 3.74784 3.74966 -1.55051 0.353
H 2.88660 2.40456 -3.47117 0.395
H 2.60406 3.53485 -5.68283 0.415
H 3.19760 5.95452 -5.88735 0.411
H 4.05684 7.14249 -3.86470 0.429
N 4.89440 5.79195 -8.01384 -0.343
C 5.11359 5.16196 -9.18875 -0.231
C 6.37494 4.90309 -9.70075 -0.420
C 7.48108 5.31810 -8.96677 -0.126
C 7.28765 5.97118 -7.75385 -0.594
C 5.98768 6.18147 -7.32284 0.056
H 4.21891 4.86068 -9.72581 0.357
H 6.49201 4.39076 -10.64894 0.347
H 8.48556 5.13399 -9.33661 0.362
H 8.12884 6.30755 -7.15844 0.346
H 5.78472 6.68350 -6.38099 0.257
N -1.97080 11.06743 1.69182 -0.481
C -1.94965 11.97715 0.69317 -0.175
C -2.99224 12.16534 -0.20000 -0.445
C -4.12567 11.37052 -0.06551 -0.118
C -4.17654 10.42337 0.95205 -0.429
C -3.08521 10.31165 1.79846 -0.237
H -1.04240 12.57065 0.62750 0.401
H -2.92202 12.91312 -0.98177 0.351
H -4.96256 11.48825 -0.74772 0.362
H -5.04524 9.78819 1.08309 0.353
H -3.07828 9.58971 2.61029 0.436

[4]
97
Properties=species:S:1:pos:R:3:mulliken_charge:R:1 method="wB97M-V/def2-TZVPD" total_charge=0
C -3.15156 -0.18403 1.55829 -0.155
C -4.27313 0.12475 1.28693 0.030
C -5.48353 0.83330 0.87513 -1.386
C -5.43928 1.11570 -0.63316 1.468
C -4.14747 1.87604 -0.96605 -0.817
C -4.31721 3.12738 -1.85197 -1.508
C -4.53429 2.80882 -3.33774 -0.483
S -3.77915 4.09266 -4.33870 1.449
O -3.60223 5.29135 -3.58688 -0.647
O -2.61937 3.54740 -4.97355 -0.646
O -4.89859 4.43061 -5.43855 -0.510
O -6.60069 1.98205 -0.83340 -0.385
S -7.53377 1.52689 -2.02908 1.269
O -7.76745 2.58705 -2.94922 -0.657
O -8.71896 0.91957 -1.53445 -0.607
O -6.50402 0.45479 -2.63550 -0.528
C -5.76664 -0.08404 -1.53954 0.987
O -4.63331 -0.74002 -2.01178 -0.643
C -6.69408 -1.20433 -0.90523 -0.711
O -7.60417 -1.73005 -1.81411 -0.449
C -7.08043 -2.75469 -2.64251 -0.528
H -2.16088 -0.50147 1.78125 0.377
H -6.35013 0.24495 1.16741 0.239
H -5.57884 1.79338 1.37907 0.535
H -3.43939 1.23449 -1.48472 0.261
H -3.64028 2.22483 -0.07299 0.377
H -3.37832 3.67004 -1.74248 0.605
H -5.08069 3.79522 -1.46476 0.308
H -5.59942 2.77728 -3.55408 0.425
H -4.09872 1.84372 -3.58196 0.348
H -5.34538 3.59515 -5.64287 0.399
H -4.18097 -1.12950 -1.24946 0.401
H -6.04963 -1.98937 -0.49458 0.094
H -7.27436 -0.81094 -0.07342 0.403
H -7.87329 -3.48586 -2.79635 0.280
H -6.22837 -3.26903 -2.19613 0.124
H -6.80461 -2.36762 -3.62524 0.260
F -1.21948 2.20246 -0.34486 -0.334
C -0.77440 3.37833 0.15119 0.378
C -0.06210 4.22524 -0.67149 -0.271
C 0.38909 5.43413 -0.16291 -0.632
C 0.12986 5.77200 1.15906 -0.461
C -0.58655 4.90307 1.97146 -0.476
C -1.04924 3.69620 1.46600 -0.367
H 0.13542 3.94017 -1.69700 0.553
H 0.94362 6.11168 -0.79763 0.438
H 0.48613 6.71328 1.55540 0.393
H -0.78611 5.16443 3.00186 0.393
H -1.61646 3.00794 2.08014 0.426
F 5.40887 4.99207 -0.03347 -0.335
C 5.00511 3.80002 -0.51294 0.430
C 3.72519 3.36424 -0.23639 -0.515
C 3.30876 2.13836 -0.73469 -0.276
C 4.17717 1.36396 -1.49098 -0.598
C 5.46341 1.81671 -1.75523 -0.467
C 5.88272 3.04701 -1.26828 -0.453
H 3.06448 3.97879 0.36208 0.519
H 2.30527 1.78841 -0.53049 0.485
H 3.85235 0.40566 -1.87377 0.406
H 6.14191 1.21010 -2.33956 0.378
H 6.87766 3.42201 -1.46843 0.426
F 7.05749 -1.14099 -0.16708 -0.316
C 6.56903 -0.97956 1.08024 0.157
C 5.98707 0.22345 1.42240 -0.036
C 5.48269 0.38474 2.70442 -0.480
C 5.57440 -0.65049 3.62592 -0.468
C 6.16756 -1.85207 3.26246 -0.517
C 6.66553 -2.02296 1.97850 -0.506
H 5.93175 1.02035 0.69340 0.382
H 5.01762 1.32079 2.98339 0.405
H 5.18356 -0.52025 4.62637 0.387
H 6.24370 -2.65886 3.97924 0.380
H 7.12359 -2.95508 1.67344 0.614
F -3.50032 -2.58497 0.07738 -0.351
C -4.20103 -3.60142 0.63597 0.367
C -4.46370 -3.57266 1.99036 -0.230
C -5.18749 -4.61492 2.55130 -0.532
C -5.62747 -5.66649 1.75873 -0.502
C -5.34801 -5.67566 0.39944 -0.584
C -4.63267 -4.63331 -0.17197 -0.337
H -4.10712 -2.74698 2.59051 0.410
H -5.40827 -4.60517 3.60995 0.390
H -6.18838 -6.47850 2.20132 0.391
H -5.68658 -6.49590 -0.21875 0.385
H -4.41001 -4.61736 -1.23116 0.577
F 11.15589 -6.09980 4.46749 -0.312
C 11.11064 -5.39870 3.31785 0.425
C 11.88403 -5.80957 2.25097 -0.492
C 11.83114 -5.08734 1.06764 -0.239
C 11.01840 -3.96618 0.96968 -0.666
C 10.25217 -3.56796 2.05649 -0.264
C 10.29201 -4.29009 3.24038 -0.558
H 12.51603 -6.68190 2.35059 0.408
H 12.42622 -5.40093 0.22061 0.360
H 10.98220 -3.40332 0.04654 0.382
H 9.62157 -2.69186 1.98287 0.533
H 9.69668 -4.00079 4.09643 0.418

Number 1: calculated total energy -28823.120 eV. Number 2: calculated total energy -26696.161 eV. Number 3: calculated total energy -175364.387 eV. Number 4: calculated total energy -95826.551 eV.